Run i
{
  "formula": "C30H60O30",
  "method": "ωB97M-V/def2-TZVPD",
  "elements": ["C", "O", "C", "O", "O", "C", "H", "H", "H", "H", "H", "H", "C", "O", "C", "O", "O", "C", "H", "H", "H", "H", "H", "H", "C", "O", "C", "O", "O", "C", "H", "H", "H", "H", "H", "H", "C", "O", "C", "O", "O", "C", "H", "H", "H", "H", "H", "H", "C", "O", "C", "O", "O", "C", "H", "H", "H", "H", "H", "H", "C", "O", "C", "O", "O", "C", "H", "H", "H", "H", "H", "H", "C", "O", "C", "O", "O", "C", "H", "H", "H", "H", "H", "H", "C", "O", "C", "O", "O", "C", "H", "H", "H", "H", "H", "H", "C", "O", "C", "O", "O", "C", "H", "H", "H", "H", "H", "H", "C", "O", "C", "O", "O", "C", "H", "H", "H", "H", "H", "H"],
  "positions_angstrom": [[-2.65, 4.49, -0.80], [-3.50, 4.85, 0.26], [-2.97, 5.38, 1.36], [-1.81, 5.42, 1.65], [-3.96, 5.94, 2.02], [-3.75, 6.48, 3.31], [-2.79, 5.06, -1.72], [-2.70, 3.44, -1.07], [-1.61, 4.72, -0.55], [-3.18, 5.82, 3.97], [-4.71, 6.73, 3.73], [-3.13, 7.38, 3.26], [-6.71, 0.28, 0.77], [-6.76, 1.70, 0.74], [-6.84, 2.30, -0.43], [-6.89, 1.77, -1.52], [-6.84, 3.61, -0.22], [-6.82, 4.49, -1.34], [-7.65, -0.09, 1.16], [-5.95, -0.10, 1.46], [-6.50, -0.16, -0.21], [-7.05, 5.47, -0.94], [-7.68, 4.21, -1.95], [-5.91, 4.45, -1.93], [-2.24, 0.97, 0.28], [-1.38, 0.02, 0.87], [-0.29, -0.33, 0.27], [0.15, 0.08, -0.78], [0.30, -1.28, 1.00], [1.44, -1.92, 0.45], [-3.02, 0.51, -0.34], [-1.67, 1.65, -0.34], [-2.83, 1.50, 1.03], [1.99, -1.31, -0.26], [1.03, -2.79, -0.09], [2.14, -2.30, 1.20], [-4.40, -3.40, -1.31], [-3.15, -3.72, -0.68], [-2.34, -4.47, -1.39], [-2.51, -4.91, -2.50], [-1.26, -4.69, -0.64], [-0.22, -5.50, -1.17], [-5.12, -2.96, -0.63], [-4.87, -4.32, -1.65], [-4.21, -2.80, -2.20], [-0.39, -6.57, -0.99], [0.65, -5.31, -0.55], [-0.18, -5.32, -2.25], [3.14, 1.16, -2.09], [3.63, 0.21, -1.16], [4.95, 0.17, -1.02], [5.71, 0.81, -1.67], [5.24, -0.68, -0.05], [6.55, -0.86, 0.36], [3.46, 2.14, -1.73], [2.05, 1.12, -2.06], [3.45, 1.13, -3.13], [7.11, 0.03, 0.65], [7.20, -1.34, -0.39], [6.64, -1.50, 1.24], [7.25, -1.30, -3.85], [6.57, -2.18, -2.99], [5.59, -2.94, -3.40], [5.23, -3.14, -4.53], [4.90, -3.33, -2.32], [3.65, -3.95, -2.55], [6.58, -0.79, -4.55], [8.04, -1.78, -4.44], [7.63, -0.47, -3.26], [2.97, -3.18, -2.95], [3.16, -4.21, -1.61], [3.70, -4.78, -3.25], [-1.38, -0.14, -3.72], [-2.59, -0.11, -2.97], [-3.70, 0.07, -3.66], [-3.77, 0.43, -4.80], [-4.75, -0.17, -2.86], [-6.04, -0.12, -3.41], [-0.67, -0.67, -3.09], [-0.91, 0.81, -3.99], [-1.48, -0.64, -4.69], [-6.06, -0.63, -4.38], [-6.34, 0.90, -3.64], [-6.75, -0.63, -2.76], [0.11, 2.95, 1.08], [0.45, 1.80, 1.81], [1.70, 1.45, 2.04], [2.65, 2.01, 1.53], [1.74, 0.42, 2.85], [2.99, -0.14, 3.21], [0.47, 3.88, 1.52], [-0.97, 3.10, 1.05], [0.42, 2.90, 0.03], [2.73, -1.07, 3.70], [3.57, 0.50, 3.87], [3.63, -0.38, 2.37], [-4.77, 2.66, 2.93], [-3.51, 2.78, 3.56], [-3.38, 2.49, 4.85], [-4.22, 2.03, 5.55], [-2.16, 2.82, 5.25], [-1.15, 3.18, 4.30], [-4.88, 1.73, 2.40], [-4.78, 3.38, 2.11], [-5.67, 2.91, 3.50], [-1.57, 3.71, 3.46], [-0.60, 2.29, 4.00], [-0.44, 3.78, 4.86], [5.10, -4.21, 1.79], [6.38, -4.26, 1.19], [7.44, -4.27, 2.02], [7.43, -3.91, 3.16], [8.45, -4.83, 1.39], [9.60, -5.14, 2.18], [5.05, -3.94, 2.84], [4.71, -5.24, 1.86], [4.40, -3.62, 1.22], [9.42, -5.98, 2.84], [10.04, -4.23, 2.58], [10.37, -5.49, 1.49]],
  "lowdin_charge": [-0.05, 0.01, -0.63, 0.13, 0.01, -0.02, 0.10, 0.08, 0.09, 0.09, 0.10, 0.10, -0.03, 0.00, -0.60, 0.11, 0.00, -0.02, 0.10, 0.09, 0.08, 0.10, 0.10, 0.10, -0.03, 0.05, -0.62, 0.11, 0.01, -0.02, 0.10, 0.07, 0.09, 0.08, 0.09, 0.08, -0.02, 0.02, -0.63, 0.13, -0.01, -0.04, 0.09, 0.10, 0.09, 0.10, 0.08, 0.10, -0.04, -0.01, -0.62, 0.15, 0.02, -0.05, 0.10, 0.08, 0.10, 0.10, 0.10, 0.09, -0.04, 0.00, -0.61, 0.13, -0.01, -0.05, 0.10, 0.10, 0.09, 0.10, 0.08, 0.10, -0.04, 0.00, -0.62, 0.14, -0.02, -0.07, 0.08, 0.10, 0.10, 0.10, 0.09, 0.09, -0.05, -0.01, -0.61, 0.13, 0.01, -0.03, 0.11, 0.06, 0.11, 0.10, 0.10, 0.09, -0.03, -0.03, -0.63, 0.16, 0.02, -0.01, 0.07, 0.08, 0.11, 0.07, 0.09, 0.10, -0.06, 0.00, -0.62, 0.13, 0.01, -0.04, 0.09, 0.10, 0.08, 0.10, 0.10, 0.09],
  "homo_energy_ev": -10.61,
  "spin_multiplicity": 1,
  "smiles": "COC(=O)OC.COC(=O)OC.COC(=O)OC.COC(=O)OC.COC(=O)OC.COC(=O)OC.COC(=O)OC.COC(=O)OC.COC(=O)OC.COC(=O)OC",
  "molar_mass_g_mol": 900.780
}

***

Run ii
{
  "formula": "C30H60O30",
  "method": "ωB97M-V/def2-TZVPD",
  "elements": ["C", "O", "C", "O", "O", "C", "H", "H", "H", "H", "H", "H", "C", "O", "C", "O", "O", "C", "H", "H", "H", "H", "H", "H", "C", "O", "C", "O", "O", "C", "H", "H", "H", "H", "H", "H", "C", "O", "C", "O", "O", "C", "H", "H", "H", "H", "H", "H", "C", "O", "C", "O", "O", "C", "H", "H", "H", "H", "H", "H", "C", "O", "C", "O", "O", "C", "H", "H", "H", "H", "H", "H", "C", "O", "C", "O", "O", "C", "H", "H", "H", "H", "H", "H", "C", "O", "C", "O", "O", "C", "H", "H", "H", "H", "H", "H", "C", "O", "C", "O", "O", "C", "H", "H", "H", "H", "H", "H", "C", "O", "C", "O", "O", "C", "H", "H", "H", "H", "H", "H"],
  "positions_angstrom": [[21.07, -9.45, -22.76], [21.06, -8.26, -21.93], [22.30, -7.77, -21.41], [23.45, -8.21, -21.67], [22.09, -6.61, -20.65], [20.85, -6.19, -20.06], [21.53, -9.30, -23.74], [20.03, -9.73, -22.84], [21.51, -10.29, -22.21], [20.03, -6.09, -20.77], [21.05, -5.23, -19.57], [20.50, -6.96, -19.37], [26.46, -15.06, -22.49], [26.99, -16.31, -22.34], [26.25, -17.11, -21.65], [25.12, -16.92, -21.30], [27.11, -18.03, -21.05], [26.61, -19.04, -20.17], [27.29, -14.41, -22.76], [26.11, -14.64, -21.54], [25.72, -14.97, -23.28], [26.49, -19.92, -20.81], [25.65, -18.92, -19.68], [27.32, -19.41, -19.43], [27.92, -13.27, -10.04], [26.93, -12.39, -10.60], [27.25, -11.60, -11.70], [28.23, -11.72, -12.43], [26.35, -10.63, -11.66], [26.41, -9.65, -12.78], [27.51, -13.98, -9.33], [28.77, -12.73, -9.62], [28.23, -13.77, -10.96], [25.51, -9.52, -13.38], [27.15, -9.90, -13.55], [26.77, -8.65, -12.53], [27.89, -11.90, -18.56], [28.37, -13.23, -18.35], [29.62, -13.40, -18.20], [30.53, -12.54, -18.29], [29.79, -14.70, -18.11], [31.00, -15.30, -17.89], [27.03, -11.98, -19.21], [28.63, -11.30, -19.09], [27.72, -11.45, -17.58], [31.52, -15.04, -16.97], [31.71, -15.21, -18.72], [30.91, -16.38, -17.81], [17.18, -14.94, -19.09], [17.88, -15.55, -20.15], [18.64, -14.80, -21.07], [18.56, -13.54, -21.13], [19.42, -15.67, -21.68], [20.14, -15.36, -22.90], [16.70, -15.69, -18.46], [16.41, -14.22, -19.35], [17.94, -14.49, -18.45], [19.84, -16.20, -23.53], [21.21, -15.27, -22.74], [19.85, -14.43, -23.37], [24.26, -19.36, -11.83], [23.88, -19.39, -13.24], [22.58, -19.15, -13.60], [21.62, -19.15, -12.89], [22.55, -18.67, -14.87], [21.29, -18.57, -15.59], [25.32, -19.53, -11.66], [23.78, -20.21, -11.34], [24.04, -18.41, -11.35], [20.55, -19.32, -15.31], [21.49, -18.67, -16.65], [20.86, -17.58, -15.38], [19.56, -11.24, -17.35], [20.52, -12.30, -17.15], [21.48, -12.14, -16.36], [21.45, -11.36, -15.36], [22.53, -13.05, -16.61], [22.62, -13.84, -17.84], [19.84, -10.41, -18.00], [19.34, -10.83, -16.36], [18.62, -11.61, -17.76], [21.69, -14.40, -17.99], [23.58, -14.34, -18.00], [22.57, -13.22, -18.74], [27.32, -16.70, -14.13], [28.00, -17.88, -14.45], [29.22, -18.11, -13.95], [29.86, -17.42, -13.14], [29.61, -19.38, -14.43], [30.78, -19.86, -13.86], [27.78, -15.87, -14.65], [27.31, -16.64, -13.04], [26.32, -16.80, -14.55], [31.27, -19.08, -13.27], [31.43, -20.11, -14.70], [30.59, -20.77, -13.30], [15.97, -10.48, -12.40], [15.35, -10.32, -11.19], [14.61, -9.21, -10.96], [14.60, -8.24, -11.73], [13.87, -9.39, -9.92], [13.49, -8.21, -9.20], [16.71, -11.28, -12.33], [16.36, -9.51, -12.70], [15.30, -10.88, -13.17], [13.03, -8.61, -8.29], [12.67, -7.66, -9.66], [14.22, -7.47, -8.89], [13.73, -5.03, -17.19], [14.19, -5.41, -18.55], [14.82, -6.61, -18.73], [14.76, -7.51, -17.95], [15.37, -6.66, -19.95], [16.11, -7.75, -20.58], [12.81, -5.52, -16.87], [13.83, -3.96, -17.05], [14.50, -5.49, -16.57], [17.18, -7.57, -20.57], [15.88, -7.88, -21.64], [16.13, -8.68, -20.01]],
  "lowdin_charge": [-0.04, -0.07, -0.41, 0.08, -0.04, -0.05, 0.10, 0.09, 0.09, 0.08, 0.10, 0.09, -0.08, 0.04, -0.59, 0.12, -0.02, -0.06, 0.10, 0.10, 0.10, 0.09, 0.09, 0.09, -0.03, -0.05, -0.55, 0.09, 0.02, -0.01, 0.09, 0.09, 0.08, 0.09, 0.08, 0.09, -0.01, 0.03, -0.62, 0.07, 0.02, -0.08, 0.10, 0.09, 0.10, 0.10, 0.10, 0.09, -0.07, -0.04, -0.49, 0.06, 0.00, -0.01, 0.09, 0.09, 0.09, 0.10, 0.09, 0.09, -0.03, -0.03, -0.56, 0.14, -0.03, -0.03, 0.09, 0.09, 0.10, 0.09, 0.09, 0.09, 0.01, 0.01, -0.56, 0.06, -0.03, -0.04, 0.10, 0.09, 0.09, 0.08, 0.09, 0.08, -0.04, -0.01, -0.49, 0.09, -0.03, -0.09, 0.10, 0.10, 0.10, 0.09, 0.09, 0.10, -0.09, 0.00, -0.58, 0.08, 0.04, -0.04, 0.10, 0.10, 0.10, 0.09, 0.09, 0.10, -0.01, -0.03, -0.60, 0.13, -0.01, -0.02, 0.09, 0.09, 0.08, 0.07, 0.09, 0.09],
  "homo_energy_ev": -10.48,
  "spin_multiplicity": 1,
  "smiles": "COC(=O)OC.COC(=O)OC.COC(=O)OC.COC(=O)OC.COC(=O)OC.COC(=O)OC.COC(=O)OC.COC(=O)OC.COC(=O)OC.COC(=O)OC",
  "molar_mass_g_mol": 900.780
}

***

Which is the most stable structure? run i is the most stable.